(1)
88
Properties=species:S:1:pos:R:3 method="wB97M-V/def2-TZVPD" charge=+1 homo_lumo_gap_ha="0.2070 / 0.2072" energy_ha=-10191.6616
Ir 0.627 0.053 -0.529
Br -0.541 0.855 5.939
C -0.072 0.483 4.154
C 0.971 1.185 3.536
C 1.292 0.846 2.244
N 0.651 -0.100 1.549
C -0.372 -0.780 2.141
C -0.748 -0.495 3.454
C -1.086 -1.741 1.324
C -1.997 -2.678 1.827
C -2.736 -3.428 0.934
Br -3.942 -4.733 1.569
C -2.590 -3.228 -0.439
C -1.631 -2.324 -0.846
N -0.875 -1.652 -0.002
H 1.504 1.966 4.052
H 2.118 1.335 1.744
H -1.582 -1.004 3.909
H -2.118 -2.818 2.889
H -3.191 -3.764 -1.152
H -1.462 -2.120 -1.891
C 8.181 0.617 0.259
C 6.729 0.291 0.147
C 5.981 0.704 -0.948
C 4.659 0.327 -1.122
C 3.880 0.880 -2.275
C 4.093 -0.547 -0.180
Se 2.487 -1.487 -0.610
C 4.780 -0.868 1.002
C 4.118 -1.644 2.099
C 6.083 -0.432 1.147
H 8.538 1.124 -0.634
H 8.753 -0.299 0.399
H 8.365 1.253 1.123
H 6.440 1.322 -1.706
H 4.542 1.118 -3.105
H 3.394 1.804 -1.952
H 3.107 0.198 -2.627
H 3.035 -1.638 1.979
H 4.360 -1.220 3.071
H 4.454 -2.679 2.095
H 6.620 -0.678 2.048
C 0.112 0.854 -7.009
O -0.027 -0.016 -5.906
C 1.082 -0.559 -5.350
C 2.385 -0.210 -5.686
C 3.459 -0.895 -5.141
C 3.254 -1.930 -4.241
C 1.965 -2.281 -3.884
C 0.871 -1.601 -4.417
N -0.429 -2.021 -4.140
C -1.527 -1.242 -4.057
C -1.575 0.127 -3.745
C -2.755 0.858 -3.997
C -2.843 2.206 -3.759
C -1.728 2.901 -3.278
C -0.588 2.218 -2.935
C -0.507 0.816 -3.062
O 0.466 0.150 -2.520
H -0.898 1.001 -7.390
H 0.731 0.408 -7.793
H 0.534 1.814 -6.699
H 2.554 0.600 -6.378
H 4.461 -0.620 -5.432
H 4.095 -2.458 -3.820
H 1.804 -3.096 -3.193
H -0.563 -3.024 -4.082
H -2.467 -1.735 -4.279
H -3.607 0.327 -4.386
H -3.765 2.732 -3.949
H -1.775 3.972 -3.141
H 0.272 2.724 -2.522
O 0.458 2.467 -0.039
C -0.770 2.269 -0.039
N -1.236 1.047 -0.202
S -2.867 0.940 -0.058
O -3.426 0.390 -1.258
O -3.163 0.252 1.167
C -3.095 2.715 0.061
C -4.230 3.486 0.075
C -4.071 4.870 0.106
C -2.809 5.445 0.119
C -1.668 4.659 0.114
C -1.828 3.284 0.080
H -5.210 3.036 0.070
H -4.940 5.508 0.112
H -2.715 6.518 0.133
H -0.674 5.080 0.117

(2)
87
Properties=species:S:1:pos:R:3 method="wB97M-V/def2-TZVPD" charge=+1 homo_lumo_gap_ha=0.2313 energy_ha=-3606.7424
Zr 0.035 -0.146 0.251
C -5.343 0.432 -0.660
S -4.283 1.744 -0.010
C -2.956 0.858 0.692
S -2.699 -0.806 0.481
N -2.171 1.625 1.434
N -1.001 1.053 1.776
C -0.428 1.391 2.876
C 0.871 0.819 3.172
C 1.434 0.905 4.441
C 2.660 0.308 4.669
C 3.308 -0.324 3.619
C 2.692 -0.344 2.380
N 1.495 0.192 2.155
H -6.344 0.851 -0.729
H -5.330 -0.406 0.030
H -4.995 0.115 -1.639
H -0.926 2.055 3.577
H 0.902 1.419 5.230
H 3.113 0.343 5.651
H 4.272 -0.793 3.754
H 3.179 -0.796 1.527
S -0.888 -1.916 -1.769
C -1.265 -0.364 -2.365
C -1.964 -0.147 -3.570
C -2.201 1.134 -3.996
C -1.745 2.213 -3.222
C -1.100 1.944 -2.047
N -0.860 0.690 -1.604
H -2.294 -1.014 -4.123
H -2.739 1.316 -4.917
H -1.896 3.234 -3.538
H -0.753 2.750 -1.413
O 0.116 -1.825 1.197
C 1.012 -2.787 1.342
C 0.877 -3.688 2.406
C 1.800 -4.689 2.618
C 2.891 -4.834 1.764
C 3.026 -3.975 0.696
C 2.104 -2.947 0.459
C 2.255 -2.107 -0.727
N 1.772 -0.880 -0.919
C 2.055 -0.535 -2.225
C 2.741 -1.541 -2.814
N 2.864 -2.519 -1.857
H 0.013 -3.569 3.047
H 1.675 -5.361 3.458
H 3.621 -5.613 1.932
H 3.884 -4.086 0.042
H 1.721 0.394 -2.652
H 3.136 -1.651 -3.807
H 3.282 -3.423 -1.988
O 1.178 1.784 0.032
P 2.004 3.028 0.287
C 1.005 4.394 0.895
C 1.608 5.588 1.301
C 0.827 6.623 1.783
C -0.553 6.472 1.872
C -1.153 5.289 1.471
C -0.376 4.252 0.976
C 2.812 3.530 -1.247
C 2.822 4.841 -1.711
C 3.482 5.148 -2.893
C 4.119 4.151 -3.617
C 4.101 2.839 -3.162
C 3.453 2.531 -1.978
C 3.334 2.817 1.510
C 3.150 3.235 2.827
C 4.184 3.132 3.746
C 5.404 2.593 3.367
C 5.590 2.161 2.061
C 4.568 2.284 1.134
H 2.685 5.698 1.251
H 1.291 7.549 2.097
H -1.161 7.280 2.259
H -2.225 5.159 1.544
H -0.854 3.334 0.666
H 2.305 5.618 -1.163
H 3.496 6.167 -3.254
H 4.626 4.393 -4.541
H 4.589 2.058 -3.731
H 3.436 1.513 -1.616
H 2.200 3.653 3.134
H 4.037 3.483 4.759
H 6.210 2.519 4.084
H 6.542 1.742 1.759
H 4.748 1.983 0.112

(3)
89
Properties=species:S:1:pos:R:3 method="wB97M-V/def2-TZVPD" charge=+2 homo_lumo_gap_ha="0.2645 / 0.0989" energy_ha=-5310.8930 s_squared=6.0182 spin_multiplicity=5
Rh -0.167 -0.053 1.870
N -2.413 1.616 5.099
C -2.063 2.850 4.644
C -1.460 2.658 3.433
N -1.431 1.331 3.156
C -2.017 0.712 4.177
C -2.067 -0.717 4.233
N -1.587 -1.451 3.233
C -1.659 -2.742 3.637
C -2.173 -2.797 4.904
N -2.432 -1.511 5.267
H -2.875 1.429 5.974
H -2.257 3.740 5.204
H -1.061 3.383 2.754
H -1.358 -3.556 3.009
H -2.352 -3.628 5.554
H -2.789 -1.220 6.165
C 1.763 0.154 -5.626
S 0.193 1.060 -5.579
C -0.970 -0.207 -4.951
C -1.343 0.025 -3.488
C -0.101 -0.105 -2.594
N -0.308 -0.005 -1.150
P -0.447 1.409 -0.154
C 0.995 2.527 -0.304
C 1.572 2.940 0.896
C 2.671 3.778 0.889
C 3.224 4.176 -0.317
C 2.643 3.781 -1.512
C 1.513 2.979 -1.513
C -1.750 2.418 -0.928
C -2.924 1.810 -1.371
C -3.918 2.567 -1.963
C -3.771 3.943 -2.077
C -2.642 4.561 -1.560
C -1.638 3.809 -0.976
P -0.356 -1.396 -0.132
C -1.399 -2.518 -1.128
C -2.782 -2.394 -1.020
C -3.609 -3.153 -1.829
C -3.058 -4.039 -2.743
C -1.684 -4.184 -2.831
C -0.849 -3.439 -2.015
C 1.223 -2.331 -0.097
C 2.178 -2.360 -1.110
C 3.258 -3.218 -1.015
C 3.414 -4.023 0.103
C 2.483 -3.980 1.128
C 1.387 -3.141 1.027
H 2.436 0.729 -6.253
H 1.607 -0.828 -6.061
H 2.186 0.068 -4.629
H -0.522 -1.187 -5.105
H -1.856 -0.129 -5.583
H -2.095 -0.715 -3.202
H -1.785 1.015 -3.388
H 0.621 0.660 -2.889
H 0.329 -1.093 -2.786
H 1.153 2.588 1.832
H 3.109 4.100 1.821
H 4.106 4.797 -0.318
H 3.079 4.100 -2.446
H 1.031 2.729 -2.448
H -3.039 0.741 -1.266
H -4.814 2.092 -2.332
H -4.538 4.533 -2.556
H -2.548 5.636 -1.611
H -0.763 4.302 -0.580
H -3.192 -1.704 -0.294
H -4.681 -3.064 -1.749
H -3.702 -4.629 -3.377
H -1.262 -4.885 -3.534
H 0.220 -3.577 -2.075
H 2.098 -1.704 -1.964
H 3.992 -3.239 -1.806
H 4.264 -4.684 0.161
H 2.620 -4.591 2.008
H 0.647 -3.103 1.817
Cl 0.809 -0.339 4.867
C 2.152 -0.170 3.817
C 1.902 -0.018 2.451
C 3.041 0.124 1.648
Cl 2.875 0.299 -0.040
C 4.335 0.106 2.168
Cl 5.699 0.270 1.136
C 4.533 -0.053 3.543
Cl 6.106 -0.096 4.199
C 3.420 -0.189 4.383
Cl 3.620 -0.382 6.074

> Which value of charge does entry 1 give?

+1

> Which value of charge does entry 2 give?

+1

> Among the records above, which one has the highest charge?

C40H35Cl5N5P2RhS